Record 1
The following is a DFT calculation (wB97M-V/def2-TZVPD) of a structure of composition C52H41IrN4O7P2.

Atoms and positions in Å:
Ir1 0.008 -0.412 0.214
P1 -0.014 0.251 2.568
P2 -2.476 0.467 -0.018
O1 2.330 -0.022 0.034
O2 3.631 6.729 -1.207
O3 4.082 0.482 -1.268
O4 0.312 1.600 -0.513
O5 -0.756 5.345 0.034
O6 5.171 5.276 -1.590
O7 -0.997 3.352 0.801
N1 -0.368 4.203 0.189
N2 -2.840 0.701 2.833
N3 4.049 5.594 -1.274
N4 -0.462 -2.289 0.043
C1 1.768 -5.976 0.121
C2 0.430 4.269 3.350
C3 1.879 -2.866 4.408
C4 -5.352 -1.486 -3.041
C5 0.912 3.860 -0.324
C6 1.786 4.425 3.117
C7 -1.008 -5.879 0.032
C8 -2.336 -3.456 0.902
C9 -3.369 0.136 1.628
C10 0.607 1.922 2.888
C11 -4.731 -3.464 0.810
C12 -5.501 3.047 3.867
C13 2.165 -0.940 5.814
C14 3.522 3.200 -0.990
C15 1.222 2.465 -0.521
C16 -3.498 4.367 -0.978
C17 0.947 -0.747 3.751
C18 1.171 -2.098 3.500
C19 -1.716 0.001 3.375
C20 -3.453 3.192 -0.247
C21 -0.272 -4.700 0.166
C22 -2.762 2.103 -0.759
C23 -0.961 -3.413 0.299
C24 -5.853 -0.668 -2.043
C25 1.448 -0.171 4.916
C26 1.028 -7.144 -0.014
C27 -2.169 3.380 -2.715
C28 1.124 -4.756 0.200
C29 -3.535 1.653 3.558
C30 -2.393 -3.422 2.290
C31 -5.006 -0.120 -1.098
C32 -4.787 -3.424 2.193
C33 -0.167 3.024 3.232
C34 -0.358 -7.091 -0.077
C35 2.377 -2.287 5.565
C36 -3.507 -3.484 0.159
C37 -2.859 4.468 -2.202
C38 -5.074 3.420 5.132
C39 -3.098 2.081 4.826
C40 -3.858 2.938 5.594
C41 1.826 4.864 -0.580
C42 2.558 3.330 2.753
C43 2.609 2.211 -0.750
C44 3.118 4.542 -0.952
C45 -3.148 -1.224 -2.131
C46 -3.644 -0.408 -1.124
C47 -2.129 2.201 -2.000
C48 -4.748 2.190 3.092
C49 -3.616 -3.400 2.936
C50 3.056 0.700 -0.667
C51 -3.996 -1.759 -3.085
C52 1.972 2.086 2.632
H1 -5.675 4.073 5.743
H2 -4.020 5.221 -0.575
H3 -2.086 -1.427 -2.162
H4 -0.932 -7.997 -0.199
H5 1.292 0.880 5.111
H6 -1.659 3.454 -3.663
H7 1.532 -8.096 -0.072
H8 -2.167 1.739 5.246
H9 -0.180 5.120 3.606
H10 2.940 -2.880 6.268
H11 -1.585 0.191 4.440
H12 -3.595 -2.375 -3.874
H13 3.613 3.452 2.563
H14 -6.906 -0.433 -2.025
H15 -5.414 0.559 -0.365
H16 -5.740 -3.429 2.696
H17 1.683 -3.838 0.307
H18 -5.639 -3.489 0.228
H19 2.239 5.400 3.212
H20 -3.466 -3.531 -0.918
H21 2.562 -0.484 6.708
H22 -2.086 -5.836 -0.009
H23 -3.644 -3.380 4.015
H24 1.531 5.900 -0.478
H25 -2.884 5.396 -2.749
H26 -3.923 3.149 0.722
H27 -1.227 2.926 3.399
H28 2.846 -6.017 0.172
H29 -3.298 -0.959 1.691
H30 -1.583 1.349 -2.386
H31 2.053 -3.913 4.214
H32 -4.422 0.376 1.505
H33 -1.472 -3.438 2.855
H34 -3.501 3.232 6.569
H35 -6.011 -1.893 -3.792
H36 -6.436 3.420 3.478
H37 -1.886 -1.079 3.256
H38 2.571 1.231 2.345
H39 4.559 2.979 -1.203
H40 -5.144 1.933 2.126
H41 0.805 -2.528 2.577

Its LUMO energy (alpha / beta) is -5.1 / -5.3 eV. The expectation value of S² is 0.782. Its HOMO energy (alpha / beta) is -10.56 / -10.52 eV. Its multiplicity is 2. Its energy above the lowest of the compared OMol25 structures with the same formula, charge and spin is 3.834 eV. Its charge is +1. The value obtained for the HOMO-LUMO gap (alpha / beta) is 5.44 / 5.23 eV.

---

Record 2
The following is a DFT calculation (wB97M-V/def2-TZVPD) of a structure of composition C52H41MnO6P2S.

Atoms and positions in Å:
Mn1 -0.845 -0.519 -0.943
S1 -1.126 0.163 1.197
P1 -1.032 -2.688 -0.046
P2 0.890 1.350 -1.084
O1 -3.012 -0.313 -2.199
O2 -1.125 -1.199 -5.030
O3 -0.600 -1.082 -2.867
O4 -1.593 1.656 -1.546
O5 -3.317 3.060 -1.114
O6 -2.373 -0.252 1.855
C1 -4.552 -3.483 1.785
C2 -2.937 1.999 -1.476
C3 -0.953 2.865 0.437
C4 -1.398 -0.946 -3.787
C5 -1.829 6.144 1.975
C6 3.329 3.581 1.384
C7 -1.248 -5.425 -0.443
C8 2.131 1.926 0.109
C9 4.041 -1.549 3.857
C10 -1.644 4.657 2.008
C11 1.458 -3.710 0.547
C12 -2.243 -3.078 1.248
C13 -1.204 -4.116 -2.464
C14 2.742 -0.976 3.342
C15 2.951 0.595 -4.491
C16 2.331 2.852 -2.984
C17 -3.580 -3.122 0.865
C18 -2.811 -0.499 -3.581
C19 2.200 -1.828 2.354
C20 -1.183 4.210 0.765
C21 0.343 -0.363 2.041
C22 3.080 0.970 0.473
C23 -1.401 6.545 0.547
C24 4.274 -2.829 3.012
C25 0.978 -1.613 1.685
C26 -1.484 -6.496 -2.588
C27 -3.802 0.812 -1.849
C28 -1.902 3.711 2.992
C29 -1.687 2.379 2.684
C30 -2.854 -3.773 3.464
C31 -1.172 1.950 1.435
C32 -4.188 -3.809 3.086
C33 3.158 2.961 -4.087
C34 -0.600 2.570 -0.990
C35 0.903 0.478 2.985
C36 2.262 3.235 0.565
C37 1.774 1.614 -2.643
C38 0.589 -2.659 0.777
C39 4.151 1.323 1.282
C40 -1.042 5.274 -0.127
C41 2.697 -3.862 1.198
C42 3.471 1.832 -4.840
C43 2.098 0.484 -3.397
C44 -1.141 -4.183 -1.074
C45 -1.409 -6.574 -1.200
C46 3.053 -2.930 2.125
C47 2.082 0.173 3.675
C48 -0.487 3.764 -1.883
C49 4.273 2.626 1.743
C50 -1.877 -3.403 2.547
C51 -0.637 5.037 -1.479
C52 -1.380 -5.268 -3.220
H1 -1.103 -3.164 -2.959
H2 3.581 3.923 -4.353
H3 -0.216 -1.518 -5.145
H4 -2.570 -4.043 4.475
H5 -3.861 -2.893 -0.160
H6 -2.288 3.985 3.965
H7 -0.554 7.241 0.527
H8 2.138 3.730 -2.378
H9 -4.489 1.102 -2.641
H10 -4.946 -4.101 3.803
H11 1.563 4.003 0.263
H12 3.217 -0.286 -5.066
H13 -0.274 3.550 -2.927
H14 5.179 -2.757 2.409
H15 -5.592 -3.523 1.487
H16 3.325 -4.719 0.978
H17 -2.195 7.054 -0.010
H18 4.857 -0.831 3.755
H19 -4.396 0.557 -0.973
H20 4.895 0.579 1.548
H21 -0.520 5.857 -2.179
H22 -1.488 -7.535 -0.705
H23 4.142 1.918 -5.688
H24 2.988 -0.053 0.114
H25 -1.944 1.620 3.416
H26 2.461 0.859 4.423
H27 3.963 -1.772 4.922
H28 -1.628 -7.396 -3.174
H29 4.389 -3.719 3.631
H30 3.435 4.604 1.729
H31 -1.215 -5.497 0.638
H32 -3.481 -1.266 -3.968
H33 5.109 2.904 2.376
H34 -1.255 6.654 2.750
H35 -0.836 -3.380 2.851
H36 -2.976 0.413 -4.156
H37 -1.435 -5.209 -4.300
H38 1.158 -4.480 -0.154
H39 1.717 -0.483 -3.108
H40 0.435 1.426 3.208
H41 -2.876 6.395 2.164

Its LUMO energy (alpha / beta) is -10.0 / -10.0 eV. The expectation value of S² is 3.810. Its HOMO energy (alpha / beta) is -15.20 / -15.17 eV. Its multiplicity is 4. Its charge is +3. The value obtained for the HOMO-LUMO gap (alpha / beta) is 5.23 / 5.18 eV.

---

Record 3
The following is a DFT calculation (wB97M-V/def2-TZVPD) of a structure of composition C52H42Cl2F12N2O5TeTi.

Atoms and positions in Å:
Te1 5.108 17.731 17.264
Ti1 2.056 12.786 16.068
Cl1 1.637 11.862 20.661
Cl2 6.746 10.833 21.733
F1 4.835 10.326 13.530
F2 -1.416 15.087 17.545
F3 0.477 10.411 13.085
F4 3.434 11.083 12.089
F5 -0.207 14.130 19.014
F6 -3.048 12.519 16.756
F7 -1.983 13.819 15.404
F8 -1.835 11.734 15.215
F9 0.423 9.260 14.824
F10 3.736 9.017 12.214
F11 1.473 8.376 13.174
F12 -2.285 13.636 18.893
O1 2.480 11.628 14.475
O2 0.374 13.037 16.609
O3 2.622 16.564 15.221
O4 2.637 12.696 18.073
O5 4.536 12.119 16.084
N1 1.413 10.706 16.612
N2 2.844 14.264 15.493
C1 6.936 19.685 20.671
C2 9.319 19.640 21.629
C3 5.253 11.876 17.037
C4 4.083 8.451 15.377
C5 6.228 14.799 11.984
C6 8.220 19.129 20.743
C7 -1.855 10.999 18.579
C8 -1.054 8.784 18.552
C9 5.266 16.275 13.540
C10 8.552 18.128 19.838
C11 3.230 15.469 15.001
C12 1.221 9.583 13.793
C13 -0.825 12.734 17.160
C14 3.410 16.354 19.365
C15 6.414 18.194 18.836
C16 4.610 15.600 19.726
C17 -1.206 13.902 18.119
C18 6.236 16.106 12.568
C19 -0.178 16.461 20.651
C20 4.619 7.951 16.543
C21 5.561 11.312 20.600
C22 1.046 16.761 19.735
C23 3.094 9.425 15.424
C24 8.223 16.627 17.942
C25 5.889 11.549 19.312
C26 -1.887 12.713 16.102
C27 3.334 17.176 18.249
C28 4.289 11.484 21.009
C29 7.718 17.656 18.900
C30 4.381 13.953 13.157
C31 -2.027 9.677 18.959
C32 0.291 10.442 17.389
C33 2.441 9.794 16.592
C34 4.446 15.233 13.876
C35 5.731 6.980 16.479
C36 2.030 18.747 16.709
C37 4.650 19.829 19.746
C38 4.929 12.028 18.411
C39 5.302 13.742 12.145
C40 0.939 17.518 18.587
C41 3.636 10.126 13.014
C42 3.587 12.333 18.861
C43 6.019 19.225 19.740
C44 3.272 11.941 20.192
C45 0.017 9.112 17.809
C46 2.605 10.205 14.226
C47 2.214 16.096 20.056
C48 2.984 9.195 17.797
C49 4.118 8.347 17.783
C50 2.091 17.767 17.847
C51 -3.255 9.298 19.829
C52 -0.749 11.364 17.813
H1 10.181 18.962 21.609
H2 9.342 16.652 18.035
H3 -1.087 16.321 20.050
H4 2.282 15.463 20.920
H5 4.498 7.915 18.689
H6 0.047 15.633 21.377
H7 0.970 18.953 16.412
H8 5.184 17.187 14.124
H9 4.040 11.205 22.028
H10 6.427 7.219 15.643
H11 6.920 16.887 12.188
H12 5.209 12.999 11.353
H13 0.682 8.368 17.519
H14 7.848 16.785 16.939
H15 5.482 16.180 20.051
H16 3.565 13.343 13.477
H17 5.077 15.061 18.913
H18 2.562 9.369 18.804
H19 6.294 11.546 16.863
H20 -3.271 8.315 20.303
H21 5.371 5.924 16.273
H22 -2.627 11.669 18.818
H23 7.004 14.689 11.278
H24 9.746 20.617 21.224
H25 4.633 8.192 14.489
H26 6.814 11.253 18.885
H27 -0.350 17.375 21.257
H28 7.934 15.661 18.331
H29 6.319 6.888 17.354
H30 -3.334 9.956 20.682
H31 4.508 20.409 18.847
H32 -4.181 9.461 19.250
H33 9.536 17.699 19.756
H34 -1.062 7.696 18.851
H35 9.078 19.818 22.675
H36 2.537 18.333 15.922
H37 2.489 19.683 16.995
H38 3.896 19.061 19.819
H39 -0.017 17.992 18.321
H40 4.486 20.510 20.614
H41 6.677 20.410 21.423
H42 4.411 14.865 20.531

Its LUMO energy (alpha / beta) is 2.0 / -0.6 eV. The expectation value of S² is 0.786. Its HOMO energy (alpha / beta) is -4.76 / -4.47 eV. Its multiplicity is 2. Its charge is -1. The value obtained for the HOMO-LUMO gap (alpha / beta) is 6.77 / 3.87 eV.

---

Computed values of total energy (unit: eV) for the preceding records, in sequence: -96285.707 -127583.739 -155889.763.
Computed values of max |F| (unit: Eh/bohr) for the preceding records, in sequence: 0.100 0.018 0.131.